1.
{"formula": "C2H3N3O2", "method": "wB97M-V/def2-TZVPD", "species": ["N", "C", "N", "C", "O", "N", "O", "H", "H", "H"], "coordinates": [[1.462, -1.083, -0.376], [0.392, -0.276, -0.361], [-0.854, -0.736, -0.403], [-1.639, 0.215, 0.061], [-2.750, 0.287, 0.488], [-0.570, 1.509, 0.251], [0.625, 1.029, -0.469], [2.358, -0.679, -0.148], [1.299, -2.069, -0.235], [-0.323, 1.803, 1.193]], "lumo_energy_ev": 0.428, "gap_ev": 10.2429, "e_tot_ev": -10685.919, "relative_energy_kj_mol": 244.84, "multiplicity": 1}

2.
{"formula": "C2H3N3O2", "method": "wB97M-V/def2-TZVPD", "species": ["O", "N", "C", "N", "N", "C", "O", "H", "H", "H"], "coordinates": [[-2.416, -0.464, -0.048], [-1.539, 0.618, -0.029], [-0.320, 0.235, -0.016], [0.806, 1.038, -0.015], [1.959, 0.317, -0.008], [1.555, -0.906, -0.034], [0.179, -1.043, -0.019], [-3.252, -0.018, 0.210], [0.880, 2.023, -0.071], [2.148, -1.802, 0.030]], "lumo_energy_ev": 0.921, "gap_ev": 9.1135, "e_tot_ev": -10685.062, "relative_energy_kj_mol": 327.58, "multiplicity": 1}

3.
{"formula": "C2H3N3O2", "method": "wB97M-V/def2-TZVPD", "species": ["N", "C", "N", "O", "C", "O", "N", "H", "H", "H"], "coordinates": [[1.063, -1.162, -0.328], [1.277, -0.469, 0.785], [1.983, -0.359, 1.835], [0.658, 0.572, 1.268], [-1.800, 1.421, -0.899], [-2.009, 2.410, -1.480], [-1.617, 0.317, -0.404], [0.226, -0.948, -0.858], [1.560, -2.022, -0.489], [-1.341, 0.240, 0.570]], "lumo_energy_ev": 0.209, "gap_ev": 9.8937, "e_tot_ev": -10685.021, "relative_energy_kj_mol": 331.53, "multiplicity": 1}

4.
{"formula": "C2H3N3O2", "method": "wB97M-V/def2-TZVPD", "species": ["C", "C", "H", "H", "H", "N", "N", "N", "O", "O"], "coordinates": [[0.448, 0.615, -0.228], [-0.344, -0.519, -0.479], [1.210, 2.235, -0.413], [-0.981, -1.988, 0.746], [-1.796, -0.221, -2.248], [0.824, 0.686, 1.068], [0.222, -0.192, 1.712], [-0.554, -1.008, 0.874], [1.010, 1.434, -1.082], [-1.323, -1.058, -1.346]], "lumo_energy_ev": -0.527, "gap_ev": 8.0514, "e_tot_ev": -10683.058, "relative_energy_kj_mol": 520.89, "multiplicity": 1}

Please write out number 1 again, unchanged.
{"formula": "C2H3N3O2", "method": "wB97M-V/def2-TZVPD", "species": ["N", "C", "N", "C", "O", "N", "O", "H", "H", "H"], "coordinates": [[1.462, -1.083, -0.376], [0.392, -0.276, -0.361], [-0.854, -0.736, -0.403], [-1.639, 0.215, 0.061], [-2.750, 0.287, 0.488], [-0.570, 1.509, 0.251], [0.625, 1.029, -0.469], [2.358, -0.679, -0.148], [1.299, -2.069, -0.235], [-0.323, 1.803, 1.193]], "lumo_energy_ev": 0.428, "gap_ev": 10.2429, "e_tot_ev": -10685.919, "relative_energy_kj_mol": 244.84, "multiplicity": 1}